No. 1
This record from the Open Molecules 2025 dataset describes a structure of composition C36H37N7O2SW. The level of theory is ωB97M-V with the def2-TZVPD basis set.

charge	+2
multiplicity	3
Kohn-Sham gap (alpha / beta)	5.92 / 5.40	eV
ΔE to the lowest compared entry with this formula, charge and spin	58.3	kJ/mol
<S²>	2.0240
E_LUMO (alpha / beta)	-0.23767 / -0.25661	Eh
highest occupied orbital energy (alpha / beta)	-0.455 / -0.455	hartree

Last column: Mulliken spin population.
Atoms and positions in Å:
W  -0.214257  0.116932  0.257149  1.106
C  2.902589  -3.842493  0.961384  -0.001
C  1.523965  -3.288395  1.321752  0.040
C  0.987589  -3.972065  2.583857  -0.001
C  1.540978  -1.772597  1.489287  0.020
C  2.617730  -0.970643  1.050947  0.033
C  2.849081  0.296237  1.570794  -0.056
C  1.931152  0.892211  2.439942  -0.010
C  2.229957  2.153899  3.183934  0.017
C  0.724358  0.210237  2.659716  0.154
C  0.557757  -1.125904  2.252281  -0.014
H  2.855528  -4.928749  0.912733  0.000
H  3.646492  -3.577462  1.713298  0.001
H  3.258429  -3.493535  -0.007692  0.000
H  0.849122  -3.551127  0.506266  0.007
H  1.546289  -3.665682  3.469105  0.000
H  1.095053  -5.050573  2.483965  0.000
H  -0.069613  -3.772583  2.759181  0.001
H  3.363894  -1.391269  0.390986  0.007
H  3.751187  0.824853  1.297963  0.001
H  2.656332  2.915678  2.535487  0.000
H  2.969753  1.927410  3.955328  0.000
H  1.344669  2.537809  3.688770  0.000
H  -0.012859  0.637770  3.332101  -0.005
H  -0.273294  -1.681596  2.664944  0.002
N  1.782649  7.221969  -4.298988  0.000
C  1.946718  6.105440  -3.542187  0.000
C  2.535271  4.952349  -4.089501  0.000
C  2.678001  3.813493  -3.335950  -0.001
C  2.231697  3.791557  -2.012799  0.005
C  1.676535  4.940802  -1.446492  -0.001
C  1.524075  6.079646  -2.202961  0.000
S  2.539167  2.413610  -1.016822  -0.004
O  2.612448  2.856060  0.352602  0.003
O  3.589525  1.628167  -1.590821  0.004
N  1.182023  1.429480  -0.990777  0.136
C  0.505538  1.161250  -2.121248  0.095
N  -0.565106  0.392618  -1.809641  -0.032
C  -1.361552  -0.068957  -2.788782  0.029
C  -1.110050  0.273999  -4.087235  0.000
C  0.006011  1.100223  -4.314839  0.021
N  0.809998  1.534741  -3.366398  -0.007
H  2.249330  7.292277  -5.186588  0.000
H  1.548690  8.093125  -3.855263  0.000
H  2.899388  4.973088  -5.108055  0.000
H  3.155487  2.940492  -3.753706  0.000
H  1.401646  4.945323  -0.403539  0.000
H  1.111870  6.975545  -1.757693  0.000
H  -2.190524  -0.703915  -2.499688  -0.003
H  -1.735262  -0.072457  -4.893873  0.000
H  0.253404  1.407839  -5.324293  0.000
C  -0.244669  -3.632102  -1.946635  0.002
C  -1.374170  -4.302108  -1.474645  0.011
C  -2.154282  -3.724375  -0.495114  0.007
C  -1.809769  -2.472611  0.013598  0.106
N  -0.700071  -1.850237  -0.434557  -0.006
C  0.058077  -2.409191  -1.403225  0.047
C  -2.552400  -1.698113  1.009508  0.038
C  -3.680612  -2.190282  1.663042  -0.031
C  -4.305772  -1.414214  2.622910  0.040
C  -3.797269  -0.156322  2.926080  -0.029
C  -2.681238  0.335829  2.262012  0.113
C  -2.030270  -0.418789  1.281095  0.001
H  0.388391  -4.050709  -2.714414  0.000
H  -1.642218  -5.268465  -1.878770  0.000
H  -3.038318  -4.224943  -0.131609  0.001
H  0.927350  -1.844145  -1.726704  -0.014
H  -4.069143  -3.174197  1.440203  0.002
H  -5.179228  -1.788543  3.136810  0.001
H  -4.276471  0.446190  3.685910  0.000
H  -2.321868  1.323622  2.527721  0.013
N  -3.123426  1.511336  -0.842362  0.011
C  -2.375057  2.428402  -0.174405  0.018
C  -2.822700  3.761630  -0.089070  -0.006
C  -2.101347  4.683712  0.612106  0.007
C  -0.896842  4.295693  1.217280  -0.003
C  -0.482665  3.009356  1.050995  0.076
N  -1.202131  2.066568  0.375237  0.056
H  -4.058226  1.799410  -1.087526  -0.001
H  -3.048236  0.545209  -0.551295  0.009
H  -3.756280  4.023006  -0.567064  0.000
H  -2.459125  5.700555  0.697415  0.000
H  -0.284832  4.988230  1.774279  0.000
H  0.480831  2.693291  1.424659  -0.014

Atoms 1-2, force components in eV/Å:
0.2 0.1 0.4
0.0 0.0 0.0

=====

No. 2
This record from the Open Molecules 2025 dataset describes the molecule C2H6Cl2O2SSi at a distorted geometry. The level of theory is ωB97M-V with the def2-TZVPD basis set.

multiplicity	1
Kohn-Sham gap	10.68	eV
ΔE to the lowest compared entry with this formula, charge and spin	0.0	kJ/mol
E_LUMO	0.00997	Eh
highest occupied orbital energy	-0.383	hartree

Last column: natural (NBO) charge in e.
Atoms and positions in Å:
C  0.621096  0.718794  -1.603340  -1.193
C  1.624623  -0.175457  1.402990  -1.097
O  -2.482423  -2.364798  0.854445  -0.862
O  -1.222443  -0.158824  0.280841  -1.173
Si  0.387241  0.736813  0.230284  1.803
S  -2.782078  -1.040094  0.420286  1.574
Cl  0.109936  2.481948  1.161504  -0.369
Cl  -3.249267  -1.204299  -1.522038  -0.229
H  1.655250  0.613470  -1.963189  0.255
H  -0.060549  -0.167320  -1.939469  0.281
H  0.097004  1.603286  -2.140533  0.269
H  1.055370  -0.567385  2.291163  0.260
H  1.913636  -1.011065  0.793129  0.237
H  2.332604  0.534930  1.733928  0.244

Atoms 1-2, force components in eV/Å:
-1.9 0.1 -1.6
-3.2 -0.2 -0.6

=====

No. 3
This record from the Open Molecules 2025 dataset describes a structure of composition C9H7ClO3Tc at a distorted geometry. The level of theory is ωB97M-V with the def2-TZVPD basis set.

charge	+2
multiplicity	4
Kohn-Sham gap (alpha / beta)	7.13 / 5.67	eV
ΔE to the lowest compared entry with this formula, charge and spin	122.0	kJ/mol
<S²>	3.7722
E_LUMO (alpha / beta)	-0.34655 / -0.47522	Eh
highest occupied orbital energy (alpha / beta)	-0.609 / -0.684	hartree

Last column: natural (NBO) charge in e.
Atoms and positions in Å:
Cl  1.654427  -1.815478  -0.106734  0.048
C  0.513034  1.270936  1.136554  -0.265
C  -0.819150  1.509213  0.550072  -0.149
C  -0.713034  1.287033  -0.872412  -0.209
H  -1.658559  1.974829  1.086900  0.312
C  0.636508  0.923021  -1.177081  0.120
C  1.378614  0.897082  0.060138  -0.140
H  2.459179  0.827472  0.119171  0.308
H  0.816451  1.598679  2.141311  0.322
H  -1.503315  1.419194  -1.607712  0.306
C  1.174030  0.556408  -2.529587  -0.673
Tc  -0.285905  -0.781523  0.494708  0.079
C  -2.150789  -0.686130  0.798540  0.595
C  0.398540  -1.575390  2.157802  0.679
O  -3.296866  -0.691647  1.025284  -0.285
O  0.652235  -2.198401  3.102091  -0.280
H  0.401146  0.048119  -3.097492  0.268
H  2.023034  -0.100643  -2.405632  0.259
H  1.487401  1.435975  -3.087174  0.306
O  -1.887082  -3.419703  1.285955  -0.250
C  -1.279897  -2.479046  0.925297  0.649

Atoms 1-2, force components in eV/Å:
1.1 -0.4 -0.8
-1.3 0.2 0.0

=====

No. 4
This record from the Open Molecules 2025 dataset describes a cluster of 2 separate species, C2H6O2 in total. The level of theory is ωB97M-V with the def2-TZVPD basis set.

multiplicity	1
SMILES	C=O.CO
Kohn-Sham gap	11.08	eV
ΔE to the lowest compared entry with this formula, charge and spin	148.2	kJ/mol
E_LUMO	0.01843	Eh
highest occupied orbital energy	-0.389	hartree

Last column: natural (NBO) charge in e.
Atoms and positions in Å:
C  -2.312228  -0.038957  -0.097111  0.283
O  -3.405167  -0.486130  0.146157  -0.481
H  -2.172278  1.019872  -0.398904  0.110
H  -1.368639  -0.638956  -0.068223  0.087
C  1.666040  0.360412  0.104998  -0.251
O  1.743836  -1.043403  -0.026889  -0.710
H  2.689137  0.698079  0.308804  0.189
H  1.003489  0.657355  0.921931  0.159
H  1.313480  0.841033  -0.822444  0.157
H  0.842333  -1.369305  -0.068319  0.456

Atoms 1-2, force components in eV/Å:
-0.5 0.0 -0.1
1.0 0.2 -0.1

=====

Summary of E_tot in eV
-65106.873, -50025.592, -30287.773, -6264.719
(order as listed above)